No. 1
DFT (wB97M-V/def2-TZVPD) results for the molecule C15H12N4O.

Geometry (Å):
C 5.047 1.685 0.304
O 4.642 0.742 1.358
C 3.364 0.329 1.276
C 2.983 -0.769 2.090
C 1.642 -1.310 1.974
C 0.797 -0.608 1.197
C -0.599 -0.738 0.720
C -1.561 -1.802 1.073
C -1.990 -2.810 0.055
N -2.474 -3.648 -0.627
C -0.860 0.224 -0.276
C -2.040 0.337 -1.116
C -2.087 0.257 -2.489
C -3.321 0.251 -2.970
N -4.463 0.675 -2.332
C -4.333 0.948 -1.088
C -3.092 0.792 -0.402
N 0.338 0.926 -0.386
C 1.239 0.462 0.555
N 2.512 0.977 0.578
H 4.355 2.570 0.348
H 6.078 1.972 0.380
H 4.893 1.208 -0.689
H 3.697 -1.192 2.804
H 1.261 -2.228 2.465
H -1.227 -2.470 1.956
H -2.359 -1.178 1.295
H -1.294 0.122 -3.138
H -3.564 0.141 -4.032
H -5.126 1.399 -0.438
H -3.013 1.104 0.580
H 0.555 1.632 -1.027

Results
HOMO: -8.44 eV
Net charge: 0
LUMO level: 0.3 eV
Energy above the lowest of the compared OMol25 structures with the same formula, charge and spin: 159.0 kJ/mol
F_max: 0.1116 hartree/bohr

No. 2
DFT (wB97M-V/def2-TZVPD) results for the molecule C6H10O3.

Geometry (Å):
O -1.715 0.109 -1.415
C -1.223 1.371 -0.970
C -0.123 0.775 0.039
C -0.010 0.610 1.511
C -0.266 -0.668 0.719
O -1.426 -1.359 0.697
C 0.917 -1.391 0.489
C 1.812 -0.437 -0.248
O 1.102 0.842 -0.711
H -2.266 0.349 -2.338
H -0.625 1.907 -1.868
H -1.853 2.371 -0.498
H -0.762 1.361 1.973
H 1.201 0.614 1.871
H -1.849 -1.119 -0.193
H 0.769 -2.426 -0.024
H 1.180 -1.789 1.635
H 2.326 -0.969 -1.089
H 2.810 -0.152 0.419

Results
HOMO: -8.33 eV
Net charge: 0
LUMO level: 0.4 eV
Energy above the lowest of the compared OMol25 structures with the same formula, charge and spin: 574.2 kJ/mol
F_max: 0.1281 hartree/bohr

No. 3
DFT (wB97M-V/def2-TZVPD) results for a 2-piece molecular cluster, C9H13N3OS overall.

Geometry (Å):
C -1.849 -2.299 -0.620
C -1.275 -1.727 -1.828
C -1.841 -1.436 0.477
C -0.777 -0.431 -1.869
C -1.713 -0.087 0.357
C -1.177 0.416 -0.807
C 0.226 2.269 -0.684
C -1.928 0.798 1.571
C 1.312 2.685 -0.029
N 1.613 -1.635 0.966
N -0.888 1.773 -0.830
N 2.279 -0.121 -1.002
O 2.611 0.630 1.349
S 2.793 -0.844 0.391
H -2.104 -3.299 -0.498
H -0.944 -2.303 -2.666
H -2.230 -1.830 1.395
H -0.231 -0.194 -2.823
H -0.942 1.165 1.841
H -2.565 1.616 1.211
H -2.379 0.365 2.420
H 2.893 0.534 2.251
H 1.150 2.788 1.055
H 2.157 3.209 -0.349
H 1.782 -2.617 1.118
H 1.307 -0.202 -1.238
H 2.719 0.775 -1.158

Results
HOMO (spin up / spin down): -5.11 / -8.51 eV
Spin multiplicity: 3
Net charge: 0
LUMO level (spin up / spin down): 0.7 / -2.1 eV
<S²>: 2.02
F_max: 0.0844 hartree/bohr

No. 4
DFT (wB97M-V/def2-TZVPD) results for a 3-piece molecular cluster, C6H16N2O2 overall.

Geometry (Å):
C -1.985 0.100 0.385
C -0.942 0.345 1.444
C -2.018 1.121 -0.724
C -1.878 -1.855 -0.392
O -3.193 -0.229 0.890
H -3.426 -1.172 0.566
H -1.227 1.235 2.016
H 0.029 0.553 1.002
H -0.936 -0.467 2.170
H -2.360 2.080 -0.321
H -2.751 0.836 -1.478
H -1.029 1.219 -1.169
H -1.722 -2.067 0.656
H -2.618 -1.504 -1.091
H -1.181 -2.496 -0.920
C 3.208 1.584 0.454
C 2.612 0.578 -0.482
N 1.614 -1.557 -0.617
O 2.212 -0.546 0.215
N 2.420 0.828 -1.700
H 0.710 -1.750 -0.180
H 2.262 -2.340 -0.550
H 2.005 0.017 -2.163
H 2.495 1.780 1.255
H 3.525 2.470 -0.089
H 4.175 1.238 0.824

Results
HOMO: -8.80 eV
Net charge: 0
LUMO level: 0.7 eV
Energy above the lowest of the compared OMol25 structures with the same formula, charge and spin: 590.7 kJ/mol
F_max: 0.0565 hartree/bohr

No. 5
DFT (wB97M-V/def2-TZVPD) results for the molecule C4H9NO3.

Geometry (Å):
C -0.939 -0.626 1.146
C -0.143 -0.187 -0.189
C -0.573 1.273 -0.413
N 1.381 -0.310 0.175
O 1.958 0.819 0.875
C -0.360 -1.076 -1.430
O -1.473 -0.993 -2.083
O 0.600 -1.816 -1.663
H -0.687 -1.704 1.501
H -2.057 -0.434 1.080
H -0.606 -0.004 1.882
H -1.597 1.315 -0.718
H -0.102 1.871 -1.190
H -0.496 1.890 0.495
H 1.511 -1.198 0.697
H 1.841 -0.565 -0.758
H 1.740 1.746 0.594

Results
HOMO: -8.78 eV
Net charge: 0
LUMO level: -0.1 eV
Energy above the lowest of the compared OMol25 structures with the same formula, charge and spin: 405.7 kJ/mol
F_max: 0.0819 hartree/bohr

No. 6
DFT (wB97M-V/def2-TZVPD) results for a 2-piece molecular cluster, C3H4N2O2 overall.

Geometry (Å):
C 1.050 0.327 -0.965
N -0.050 0.238 -0.002
C -0.328 1.414 0.706
N 0.404 0.735 1.444
H 1.649 1.240 -0.864
H 1.695 -0.546 -0.830
H 0.615 0.283 -1.969
H -0.878 2.344 0.633
O -2.095 -1.399 1.287
C -1.364 -1.990 0.595
O -0.677 -2.651 -0.077

Results
HOMO: -9.80 eV
Net charge: 0
LUMO level: 0.8 eV
Energy above the lowest of the compared OMol25 structures with the same formula, charge and spin: 366.3 kJ/mol
F_max: 0.0158 hartree/bohr

No. 7
DFT (wB97M-V/def2-TZVPD) results for the molecule C6H20N2Si2.

Geometry (Å):
C -2.526 -0.400 -1.675
C -1.598 1.959 0.046
C -2.574 -0.863 1.517
C 2.338 -0.354 -1.629
C 2.568 -0.799 1.569
C 1.787 1.951 0.169
N -0.191 -1.996 0.023
N -0.071 -0.447 0.038
Si -1.758 0.087 0.001
Si 1.613 0.059 0.144
H -1.832 -0.992 -2.358
H -3.383 -1.025 -1.571
H -2.926 0.491 -2.254
H -2.505 2.617 0.389
H -0.801 2.402 0.684
H -1.524 2.442 -0.868
H -2.007 -0.749 2.350
H -3.570 -0.605 1.771
H -2.626 -1.860 1.245
H 1.793 0.201 -2.250
H 3.308 -0.115 -1.656
H 2.279 -1.448 -1.890
H 3.582 -0.278 1.578
H 1.932 -0.681 2.567
H 2.597 -1.953 1.402
H 2.710 2.299 -0.208
H 1.072 2.482 -0.522
H 1.809 2.401 1.054
H 0.423 -2.492 -0.612
H 0.082 -2.336 0.946

Results
HOMO (spin up / spin down): -3.19 / -9.70 eV
Spin multiplicity: 3
Net charge: 0
LUMO level (spin up / spin down): 0.7 / -2.8 eV
<S²>: 2.01
Energy above the lowest of the compared OMol25 structures with the same formula, charge and spin: 23.8 kJ/mol
F_max: 0.1180 hartree/bohr

No. 8
DFT (wB97M-V/def2-TZVPD) results for C3H5O3Zn as an isolated structure.

Geometry (Å):
H -0.264 -1.931 0.566
O 2.081 -1.352 -0.387
C 0.951 -0.890 -0.587
C -1.304 0.283 0.613
O 0.870 0.440 -0.426
O -0.251 -1.474 -0.291
C -0.465 1.079 -0.321
H -0.983 0.236 1.656
H -2.335 0.069 0.333
H -0.232 2.082 0.051
H -0.866 1.083 -1.339
Zn 2.799 0.375 0.131

Results
HOMO (spin up / spin down): -17.04 / -22.42 eV
Spin multiplicity: 2
Net charge: +2
LUMO level (spin up / spin down): -12.6 / -12.1 eV
<S²>: 0.76
Energy above the lowest of the compared OMol25 structures with the same formula, charge and spin: 66.2 kJ/mol
F_max: 0.0796 hartree/bohr